Molecular formula: C17H33Cl3N5O6P2
Method: DFT, the ωB97M-V functional and the def2-TZVPD basis

XYZ file:
```
66
Properties=species:S:1:pos:R:3:forces:R:3
C 2.183 -2.648 3.905 -0.020 -0.523 -0.582
C 1.657 -3.339 3.037 1.071 0.877 -1.015
C 1.408 -3.985 1.609 1.089 -1.285 2.073
N 1.637 -3.042 0.489 1.465 0.660 1.431
C 2.560 -1.936 0.751 -4.312 -0.892 -0.930
N 3.788 -2.034 1.164 -0.329 0.147 -0.133
N 1.782 -0.771 0.376 3.039 -0.705 -0.570
C 1.125 -1.232 -0.896 -1.853 0.077 1.179
C 0.066 -0.077 -1.188 0.341 -0.332 -0.280
C 0.683 1.292 -1.704 -0.530 0.768 0.090
C 1.293 2.215 -0.539 -0.315 1.393 -0.453
C 2.763 2.729 -0.868 0.751 -0.572 0.887
O 3.748 2.080 -0.553 -1.685 1.139 -0.876
O 2.919 3.965 -1.514 -0.800 -1.540 1.144
P 2.588 -1.322 -2.116 1.660 0.506 -1.271
N 1.898 -1.095 -3.730 0.068 -0.123 1.894
O 3.291 -2.863 -2.177 -1.744 0.980 -0.550
C 0.481 -2.618 -0.341 -0.272 1.265 1.404
O -0.580 -2.354 0.595 0.131 -0.595 -1.607
C -1.902 -2.490 0.031 -2.058 0.908 0.944
C -2.929 -2.175 1.238 -0.496 -1.121 0.048
N -3.817 -1.031 0.965 1.213 0.028 -0.251
C -3.103 0.257 0.847 -1.412 0.939 0.930
C -2.130 0.603 2.056 1.224 -0.465 -0.412
C -1.598 2.110 1.990 -0.123 -1.315 -0.130
O -2.714 0.285 3.354 0.689 -0.115 -0.874
P 0.336 -4.034 -1.600 1.034 -1.228 -0.687
O -0.436 -5.352 -0.845 -0.661 2.247 -1.359
Cl -0.907 -3.323 -3.183 0.105 -0.229 1.290
H 2.763 -2.053 4.663 -1.274 -1.084 -1.100
H 0.399 -4.482 1.617 0.955 0.881 -0.524
H 2.171 -4.828 1.497 -1.045 0.989 0.377
H 4.386 -1.199 1.218 -0.576 -0.312 -0.041
H 4.228 -2.941 1.380 -0.554 0.631 -0.248
H 1.142 -0.465 1.117 0.196 -0.499 -0.253
H -0.695 -0.480 -1.927 0.817 0.592 0.817
H -0.452 0.134 -0.192 0.483 -0.374 -1.389
H -0.187 1.891 -2.137 1.097 -0.896 0.476
H 1.421 1.187 -2.554 -0.822 -0.072 1.127
H 0.653 3.160 -0.475 0.650 -1.291 -0.065
H 1.221 1.741 0.488 0.553 0.476 -1.386
H 2.144 4.544 -1.341 0.299 -0.562 -0.347
H 0.877 -1.024 -3.677 0.463 0.036 -0.490
H 2.322 -0.216 -4.057 -0.501 -0.612 -0.106
H 2.866 -3.366 -2.904 0.294 -0.024 0.546
H -2.168 -3.529 -0.318 0.831 1.032 0.241
H -2.111 -1.740 -0.802 0.451 -1.082 0.991
H -3.611 -3.085 1.355 0.919 1.170 -0.156
H -2.359 -2.108 2.222 -0.368 0.001 -1.213
H -4.615 -0.989 1.601 0.629 -0.006 -0.136
H -2.609 0.311 -0.169 -0.189 0.064 1.268
H -3.909 1.069 0.849 1.029 -1.000 -0.153
H -1.236 -0.110 1.961 -0.911 1.000 -0.093
H -0.519 2.092 2.360 -1.442 0.430 -0.477
H -2.244 2.754 2.659 0.787 -0.652 -0.898
H -1.657 2.426 0.896 0.225 -0.068 1.557
H -2.103 -0.348 3.785 -0.705 0.647 -0.304
H -1.330 -5.384 -1.261 0.490 -0.394 0.669
Cl -1.821 4.102 -1.274 -0.014 -0.038 -0.096
C -1.957 5.811 -0.787 -0.053 0.302 0.139
C -0.927 6.682 -1.470 -0.298 0.016 -0.206
Cl 0.732 6.343 -0.908 0.028 0.072 0.108
H -1.870 5.862 0.299 0.073 -0.075 -0.116
H -2.960 6.139 -1.063 0.110 -0.019 -0.064
H -1.124 7.732 -1.250 0.039 -0.107 0.083
H -0.949 6.553 -2.553 0.062 -0.067 0.127
```
Forces are in eV/Å.

Summary:
HOMO (eV): -11.227
Net charge: +1



Molecular formula: C3H7ClO2
Method: DFT, the ωB97M-V functional and the def2-TZVPD basis

XYZ file:
```
13
Properties=species:S:1:pos:R:3:forces:R:3
C -1.542 0.439 0.688 1.188 2.189 1.878
C -1.378 -0.027 -0.639 -0.826 0.887 -1.525
C 1.394 -0.214 -0.215 0.656 -0.331 -0.600
O 1.268 -0.518 1.050 1.894 -1.828 1.786
O 2.052 -1.120 -1.045 -0.636 0.860 2.295
Cl 1.784 1.484 -0.381 0.294 0.437 -0.746
H -0.948 -0.020 1.430 0.936 -1.080 0.563
H -2.492 0.351 1.131 -1.931 -0.131 0.176
H -1.254 1.512 0.864 -0.392 -0.667 -0.704
H -1.662 0.577 -1.450 -0.235 1.371 -0.773
H -1.350 -0.981 -1.027 0.421 -2.442 0.254
H 2.157 -0.828 1.451 -1.638 0.484 -0.729
H 1.973 -0.656 -1.856 0.268 0.251 -1.873
```
Forces are in eV/Å.

Summary:
ΔE to the lowest compared entry with this formula, charge and spin (kcal per mole): 0.0
HOMO (alpha / beta) (eV): -6.964 / -11.236
2S+1: 3
Expectation value of S²: 2.006



Molecular formula: C4H8N2O
Method: DFT, the ωB97M-V functional and the def2-TZVPD basis

XYZ file:
```
15
Properties=species:S:1:pos:R:3:forces:R:3
C -1.150 -1.301 0.178 -0.027 0.015 0.078
C -0.213 -0.142 -0.085 0.019 -0.175 0.005
C -0.708 0.938 -0.976 0.009 0.108 -0.257
N -0.518 1.197 0.442 -0.172 0.123 0.273
C 1.261 -0.443 0.128 0.051 -0.268 0.017
O 1.615 -1.403 0.787 -0.145 0.152 -0.276
N 2.157 0.427 -0.429 -0.001 0.014 0.127
H -2.167 -0.925 0.340 0.124 -0.034 -0.015
H -1.186 -1.982 -0.680 0.112 0.125 0.153
H -0.831 -1.869 1.052 -0.029 0.076 -0.069
H -0.054 1.480 -1.656 -0.058 -0.093 0.127
H -1.730 0.832 -1.338 0.209 -0.090 0.002
H -1.395 1.183 0.953 0.022 0.035 -0.092
H 1.840 1.358 -0.640 -0.019 0.034 0.006
H 3.089 0.365 -0.043 -0.093 -0.022 -0.079
```
Forces are in eV/Å.

Summary:
ΔE to the lowest compared entry with this formula, charge and spin (kcal per mole): 31.7
HOMO (eV): -9.672
SMILES: C[C@@]1(C(N)=O)CN1



E / eV: -94034.922 -19837.294 -9305.020